Entry from OMol25: a 2-piece molecular cluster, C4H10N2O2 overall at a distorted geometry (ωB97M-V/def2-TZVPD).

Atoms and positions in Å:
C1 4.589254 -0.166769 2.099850
N1 5.170630 -0.781455 0.909855
C2 6.384080 -1.377799 0.959567
O1 7.021925 -1.706516 1.993411
H1 5.386429 0.417810 2.589103
H2 4.320289 -1.012253 2.755153
H3 3.703640 0.479291 1.977752
H4 4.753598 -0.560583 0.002197
H5 6.710698 -1.590510 -0.087222
C3 -4.758196 1.541238 -1.069764
N2 -5.230646 0.202562 -1.255910
C4 -6.258872 -0.095272 -2.044356
O2 -6.831749 0.700204 -2.759693
H6 -5.438858 2.037515 -0.357713
H7 -4.709759 2.146734 -1.990435
H8 -3.750738 1.499604 -0.622655
H9 -4.589380 -0.544763 -0.978728
H10 -6.472345 -1.189039 -2.120410

Cartesian forces, eV/Å:
0.4 -0.7 1.0
-0.6 1.0 -0.3
1.1 -1.1 1.4
-1.8 1.2 -2.8
-0.4 -0.2 0.0
0.0 0.6 0.1
0.5 -0.5 -0.6
0.6 -0.2 0.6
0.3 -0.2 0.6
0.2 1.0 0.5
1.4 -0.9 0.7
-0.3 -0.8 -1.7
-0.4 0.2 0.5
0.4 0.1 -0.3
-0.1 -0.5 0.2
-0.5 0.1 -0.2
-0.8 0.4 -0.1
0.0 0.4 0.3

Computed properties:
ΔE to the lowest compared entry with this formula, charge and spin, kcal per mole: 41.9
HOMO, eV: -9.94
LUMO, eV: 0.735
Energy, eV: -11385.0858
Structure (SMILES): CNC=O.CNC=O
Frontier orbital gap, eV: 10.672
Multiplicity: 1


Entry from OMol25: C15H30CrO19S as an isolated structure at a distorted geometry (ωB97M-V/def2-TZVPD).

Atoms and positions in Å:
Cr1 0.472413 0.915402 -0.153719
S1 1.843978 3.177926 -0.204090
O1 1.140990 4.439889 -0.252113
O2 3.269195 3.335888 -0.175948
O3 1.338825 2.413447 0.948195
O4 1.417867 2.253607 -1.233145
C1 3.634904 0.341373 2.540583
O5 2.752087 -0.632899 3.085956
C2 1.549361 -0.949072 2.489568
O6 1.109560 -0.386643 1.466057
O7 1.003043 -2.040251 2.988307
C3 1.581335 -2.788877 4.042424
H1 2.965439 0.983199 1.967876
H2 4.401394 -0.011861 1.850795
H3 4.118466 0.831821 3.385413
H4 1.208527 -2.371031 4.977591
H5 2.670766 -2.801068 4.009312
H6 1.203188 -3.802392 3.908723
C4 3.025850 -2.759606 -0.853033
O8 3.266667 -2.043353 -2.025632
C5 2.509942 -0.997973 -2.315646
O9 1.543814 -0.570343 -1.629968
O10 2.814280 -0.629420 -3.555217
C6 2.052050 0.386727 -4.207154
H7 3.105659 -2.111208 0.019488
H8 3.789706 -3.537133 -0.843628
H9 2.067035 -3.249080 -1.023922
H10 0.971130 0.263610 -4.274678
H11 2.402709 0.487912 -5.234240
H12 2.183600 1.354886 -3.723971
C7 -2.954697 3.548897 0.132661
O11 -3.080066 3.010003 1.487184
C8 -2.245545 1.921365 1.788040
O12 -1.351928 1.518369 1.062886
O13 -2.562084 1.438486 3.012838
C9 -1.715295 0.409992 3.581852
H13 -3.302743 2.805571 -0.584578
H14 -1.904479 3.759721 -0.069084
H15 -3.554642 4.454984 0.047916
H16 -1.984626 -0.442923 2.958874
H17 -1.942767 0.182100 4.623209
H18 -0.657575 0.670671 3.544893
C10 -0.410076 -4.127492 0.763825
O14 -0.429863 -2.900717 0.130537
C11 -1.367430 -1.904335 0.175444
O15 -1.135324 -0.787583 -0.358990
O16 -2.398641 -2.308970 0.933151
C12 -3.532921 -1.519074 1.168866
H19 -0.302803 -3.924384 1.829353
H20 0.322658 -4.854322 0.413255
H21 -1.412030 -4.549303 0.684714
H22 -3.792716 -1.703831 2.211202
H23 -4.364987 -1.853656 0.549332
H24 -3.356681 -0.447531 1.074892
C13 -2.436064 -0.740325 -3.309058
O17 -2.160444 0.641801 -3.780813
C14 -1.453587 1.518068 -3.031921
O18 -0.932690 1.282198 -1.931424
O19 -1.348613 2.655077 -3.725390
C15 -0.641794 3.753780 -3.122329
H25 -3.248886 -0.590776 -2.598382
H26 -1.632840 -1.273110 -2.800070
H27 -2.779017 -1.390709 -4.113720
H28 0.435725 3.616717 -3.031342
H29 -0.947944 3.914247 -2.088586
H30 -0.830369 4.713521 -3.603422

Cartesian forces, eV/Å:
0.7 0.8 0.0
1.2 3.5 1.6
-0.5 0.6 -0.6
1.0 -0.2 0.0
-0.8 -1.9 3.2
-0.6 -2.0 -4.5
-0.9 1.3 -0.8
-1.9 -2.1 0.1
2.2 1.6 -2.5
0.7 -1.8 3.3
-0.6 0.7 -0.7
0.1 -0.2 0.5
0.5 0.8 0.0
-0.2 -0.8 0.2
-0.2 0.1 -0.2
0.3 -0.2 0.1
-0.2 0.2 0.0
0.0 0.1 0.1
-0.2 -0.7 0.1
0.9 1.1 -1.0
-3.3 0.6 0.6
2.9 -1.3 -1.7
-0.2 0.0 0.2
-0.3 1.4 -0.2
-0.4 -0.2 0.1
0.1 0.2 0.2
-0.2 0.1 0.9
0.0 -0.8 0.4
0.3 -0.4 0.2
0.2 -0.1 0.3
0.6 -0.6 0.3
1.1 -2.0 0.5
0.0 1.5 -0.6
-1.8 0.4 1.3
0.0 1.1 -0.1
-0.2 -0.3 -1.2
0.0 0.0 0.0
0.0 0.1 0.0
0.0 -0.2 0.4
0.8 -0.4 0.3
-0.6 0.6 -0.2
-0.1 0.1 -0.4
-2.3 -0.6 1.9
0.5 2.8 -2.2
2.0 1.3 -0.2
-1.7 -4.5 1.9
1.3 -0.2 -0.9
-0.8 0.7 0.6
0.4 -0.3 0.2
0.2 0.7 -0.4
0.0 -0.5 -0.1
-0.1 0.0 0.0
0.1 0.1 -0.1
0.2 -0.1 -0.4
-0.3 1.1 0.8
0.5 -0.8 0.0
1.4 -0.7 1.4
-1.9 0.5 -2.7
-0.3 -0.3 0.1
0.5 0.7 1.5
0.0 -0.4 0.1
0.4 0.7 -0.1
0.1 0.8 -0.4
-0.1 -0.5 -0.4
-0.2 -0.3 0.0
-0.4 -0.6 -0.7

Computed properties:
ΔE to the lowest compared entry with this formula, charge and spin, kcal per mole: 66.3
HOMO (alpha / beta), eV: -7.11 / -7.55
Expectation value of S²: 6.013
LUMO (alpha / beta), eV: -0.040 / -0.040
Energy, eV: -94199.8626
Frontier orbital gap (alpha / beta), eV: 7.068 / 7.509
Multiplicity: 5


Entry from OMol25: C34H90FFeO12 as an isolated structure at a distorted geometry (ωB97M-V/def2-TZVPD).

Atoms and positions in Å:
Fe1 -12.576500 24.007380 22.184630
C1 -16.517760 25.109400 20.996520
C2 -15.432880 24.329010 20.345380
O1 -14.354670 23.998590 21.185670
H1 -16.772410 24.788730 22.006680
H2 -17.442010 25.010540 20.427220
H3 -16.376190 26.182430 20.867440
H4 -15.086900 24.940880 19.512310
H5 -15.817610 23.408430 19.906510
C3 -14.166660 27.548480 23.680220
C4 -12.790630 27.266320 22.956220
O2 -12.540720 25.918720 22.839570
H6 -15.041500 27.108980 23.201070
H7 -14.334390 28.610020 23.862180
H8 -14.216810 27.094790 24.670040
H9 -12.019220 27.718140 23.579830
H10 -12.698610 27.751050 21.984270
F1 -12.244680 22.116820 21.822890
C5 -10.196260 23.758130 25.889340
C6 -9.825960 24.585530 24.590890
C7 -8.312390 24.581400 24.257440
O3 -10.508190 23.886320 23.536860
H11 -11.254560 23.515610 25.985640
H12 -10.055920 24.329970 26.806620
H13 -9.636360 22.835610 26.042880
H14 -10.178340 25.616420 24.556150
H15 -7.685390 24.378790 25.125720
H16 -8.113860 25.576530 23.859410
H17 -8.030260 23.810000 23.540890
H18 -10.161540 22.996240 23.632710
C8 -15.025560 21.198580 17.857830
C9 -15.523770 22.152200 16.764840
C10 -16.902760 22.856220 17.026290
O4 -14.533100 23.088570 16.494920
H19 -14.129810 20.626340 17.616440
H20 -15.736990 20.376610 17.937390
H21 -14.974750 21.617460 18.862850
H22 -15.615090 21.655250 15.799030
H23 -17.624560 22.473050 16.304980
H24 -16.797660 23.876170 16.656480
H25 -17.356650 22.749260 18.011510
H26 -14.949760 23.938750 16.653640
C11 -14.845590 19.533790 21.423630
C12 -13.623390 18.949940 22.129670
C13 -13.826260 17.393930 22.201370
O5 -12.397050 19.225550 21.589400
H27 -14.932210 19.181760 20.395680
H28 -14.864510 20.622770 21.380480
H29 -15.756130 19.174340 21.903020
H30 -13.689070 19.312440 23.155530
H31 -13.962150 17.057750 21.173450
H32 -14.675450 17.154110 22.841260
H33 -12.967980 16.875400 22.628660
H34 -12.279180 20.177580 21.626150
C14 -10.206510 19.174920 16.834960
C15 -9.281560 19.999770 17.706170
C16 -9.919300 20.488180 19.029710
O6 -8.186140 19.259440 18.044510
H35 -10.178780 18.121280 17.112760
H36 -9.828870 19.185970 15.812530
H37 -11.215070 19.585760 16.788920
H38 -8.947440 20.901920 17.193740
H39 -10.464460 19.715960 19.572460
H40 -10.599250 21.325870 18.874620
H41 -9.156760 20.994480 19.621560
H42 -7.563620 19.875560 18.437530
C17 -11.231820 23.202010 16.069190
C18 -11.507660 24.570050 16.738170
C19 -12.152540 25.755880 15.863790
O7 -12.383930 24.212090 17.754540
H43 -12.138270 22.694910 15.738590
H44 -10.710510 22.625460 16.833340
H45 -10.608970 23.278120 15.177920
H46 -10.584540 24.909180 17.208220
H47 -13.015900 25.304460 15.374980
H48 -11.538020 26.107200 15.034920
H49 -12.295770 26.585940 16.555580
H50 -12.934340 23.574070 17.294560
C20 -15.328940 22.734720 24.346840
C21 -14.449040 23.933320 24.519850
C22 -14.235630 24.292440 26.017770
O8 -13.269800 23.361620 24.002160
H51 -16.260670 23.141990 24.739410
H52 -14.981570 21.825360 24.837250
H53 -15.475910 22.584870 23.277230
H54 -14.857660 24.772700 23.957200
H55 -15.197150 24.574280 26.446900
H56 -13.580770 25.163780 26.013160
H57 -13.905690 23.475870 26.660000
H58 -13.113900 22.617800 24.588700
C23 -15.042500 27.984960 18.080080
C24 -15.869280 26.900630 17.242090
C25 -15.985250 27.310210 15.763790
O9 -15.092200 25.699310 17.226170
H59 -14.092730 28.298080 17.646490
H60 -14.877980 27.529370 19.056540
H61 -15.665190 28.878480 18.124610
H62 -16.839530 26.864430 17.737470
H63 -16.439580 28.294090 15.880650
H64 -16.605270 26.666750 15.139590
H65 -15.050450 27.326880 15.203460
H66 -14.897380 25.515070 18.147960
C26 -7.639330 21.028330 21.892330
C27 -8.927420 20.626900 22.528460
C28 -8.875700 19.167410 22.940540
O10 -9.148500 21.266910 23.720200
H67 -6.754670 20.970410 22.526460
H68 -7.586850 22.036550 21.481440
H69 -7.387230 20.386410 21.048250
H70 -9.729730 20.940190 21.860430
H71 -8.307280 18.540140 22.253860
H72 -9.890370 18.769470 22.953950
H73 -8.586560 18.955320 23.969870
H74 -8.565650 20.924100 24.401650
C29 -9.246490 24.245010 19.820140
C30 -10.225830 25.200990 20.477500
C31 -10.636130 26.517710 19.775750
O11 -11.458980 24.505970 20.559970
H75 -9.648930 23.881230 18.874730
H76 -9.016560 23.362420 20.417030
H77 -8.276620 24.719750 19.671620
H78 -9.796800 25.488960 21.437250
H79 -9.809620 27.143780 20.111920
H80 -11.623010 26.933530 19.978890
H81 -10.370230 26.462400 18.720120
H82 -11.713340 24.406690 19.639620
C32 -11.119030 19.061010 26.144210
C33 -12.443440 19.825000 25.847610
C34 -13.132650 20.068270 27.110920
O12 -12.153750 20.977730 25.172200
H83 -11.235640 18.147640 26.727530
H84 -10.368610 19.580440 26.740170
H85 -10.614440 18.767220 25.223780
H86 -13.036880 19.151110 25.229720
H87 -12.553400 20.766340 27.715300
H88 -13.241990 19.187400 27.743540
H89 -14.121130 20.486060 26.919960
H90 -11.736270 20.701050 24.353200

Cartesian forces, eV/Å:
-1.9 1.3 -0.6
-1.4 0.7 -0.3
1.6 -0.7 0.6
1.1 0.1 0.8
0.3 0.2 0.1
-0.3 -0.5 -0.2
0.5 0.2 0.9
0.3 -0.1 0.0
-0.2 -0.2 -0.1
0.5 -0.2 -0.2
-1.1 -0.5 0.8
0.2 -2.3 -0.4
0.1 0.2 -0.6
0.0 0.2 -0.3
0.6 -0.1 0.2
0.3 0.3 0.2
-0.4 0.3 -0.3
0.3 0.4 0.4
0.0 1.4 0.5
-0.1 -2.0 0.6
-0.4 0.3 0.4
-0.2 0.5 -0.7
-0.1 0.0 -0.7
0.5 0.3 0.0
0.2 0.0 -0.5
-0.4 -0.2 0.4
-0.1 0.4 0.2
0.6 -0.2 -0.1
-0.3 0.1 -0.2
0.0 -0.8 -0.4
-1.2 -0.9 -0.2
-0.7 -0.9 0.3
0.4 -0.7 -1.1
0.8 1.1 0.1
0.4 0.7 -0.2
-0.5 0.0 0.1
0.3 0.4 -0.2
-0.3 -0.8 0.2
-0.1 -0.4 0.1
-0.1 0.3 0.7
0.4 0.3 0.1
0.4 0.8 -0.1
0.0 0.0 -0.6
-2.1 -1.8 1.1
0.5 1.1 -0.1
1.1 0.0 -0.7
0.3 -0.1 -0.2
0.2 0.1 0.2
0.0 0.1 0.3
0.2 0.2 0.4
-0.2 -0.3 0.1
-0.2 0.0 -0.3
0.2 0.2 -0.1
0.1 0.9 -0.2
0.4 0.1 -0.7
-2.0 1.3 1.1
-0.4 0.8 -0.7
2.1 -1.4 0.0
-0.3 0.1 0.4
0.1 0.0 -0.1
0.0 -0.2 0.3
-0.2 0.2 -0.5
0.3 -0.1 0.1
-0.5 -0.1 -0.3
0.3 -0.5 0.3
0.3 -0.2 0.1
0.8 1.0 -0.7
0.3 0.4 -1.8
1.3 -1.9 0.5
-0.3 0.7 1.4
-0.2 0.1 0.3
-0.1 -0.3 -0.2
0.3 0.0 0.0
0.1 0.2 -0.2
-0.5 0.5 0.5
0.5 -0.1 0.2
-0.7 -0.1 -0.2
-1.2 -0.4 0.6
-2.4 1.3 -0.1
-0.3 -1.8 1.8
-0.7 0.7 -1.1
1.6 1.8 -0.5
-0.8 -1.0 0.2
-0.1 0.2 0.2
0.1 -0.3 0.0
0.7 0.0 -0.2
-0.1 0.3 -0.1
0.2 -0.2 0.5
0.5 -0.1 -0.4
0.9 -0.8 -0.3
-1.2 -0.9 -1.0
2.7 1.2 -1.0
-0.7 0.3 0.8
-0.9 0.2 0.3
0.0 -0.4 -0.2
0.0 0.4 0.2
0.0 0.0 0.5
-0.2 -0.7 -0.1
0.0 0.2 -0.9
-0.5 -0.1 0.4
0.3 0.4 0.6
0.4 -0.3 0.1
1.6 0.5 -1.0
1.1 -1.2 -0.1
-1.2 -1.5 -1.2
-1.1 2.6 1.9
-0.1 -0.2 0.5
-0.5 0.2 0.1
-0.2 -0.2 -0.1
-0.3 -0.5 0.1
0.1 0.0 0.1
-0.2 -0.1 -0.3
0.7 0.5 0.0
0.1 0.0 0.0
0.5 0.4 -0.4
-0.7 0.5 -0.2
3.1 -0.1 -0.4
0.1 -0.7 1.1
0.1 0.1 -0.2
-0.5 0.1 0.4
0.0 0.2 -0.3
-0.8 -0.5 0.4
-0.4 1.0 0.1
0.3 -0.4 0.2
-0.8 -0.1 -0.3
-1.0 -0.6 -0.6
0.3 -0.5 -0.1
1.8 -3.1 0.6
-1.0 0.9 1.4
-0.2 1.7 -0.7
-0.6 -0.2 -0.2
-0.2 0.8 -0.1
-0.1 0.0 -0.2
-0.2 -0.1 -0.2
0.0 0.3 0.0
-0.1 -0.2 -0.4
-0.1 0.1 0.2
0.3 0.4 -0.5

Computed properties:
ΔE to the lowest compared entry with this formula, charge and spin, kcal per mole: 0.0
HOMO (alpha / beta), eV: -8.36 / -7.96
Expectation value of S²: 8.760
LUMO (alpha / beta), eV: 0.540 / -0.219
Energy, eV: -98389.7426
Frontier orbital gap (alpha / beta), eV: 8.896 / 7.742
Multiplicity: 6